208
Properties=species:S:1:pos:R:3:forces:R:3 method="wB97M-V/def2-TZVPD" molar_mass_g_mol=1492.4 total_charge=-1 lumo_energy_ha=0.058 energy_ev=-204784.29866
K -3.50959 0.53059 1.18362 0.31 -0.94 0.12
C -1.57070 -1.73514 -0.85342 0.94 1.04 0.00
O -1.03395 -0.48678 -0.18354 0.80 0.51 -0.18
O -2.76140 -1.84000 -0.54491 -3.04 -0.59 0.19
C -1.24039 -1.42608 -2.33509 1.27 -2.52 -0.76
F -1.22529 -2.71500 -2.98809 -0.09 1.87 0.43
F -2.03628 -0.65987 -3.05915 0.41 0.14 0.24
F 0.08378 -1.01063 -2.44775 -1.18 0.15 -0.60
C -0.03263 -0.53697 0.79695 -0.93 -1.07 0.18
C 0.17902 0.87720 1.26804 1.88 0.34 0.67
H -0.74498 1.38446 1.54993 0.09 -0.16 0.08
H 0.88265 0.85717 2.12431 -0.61 -0.04 0.18
H 0.76024 1.53797 0.60543 -0.53 -0.37 -0.54
H 0.85824 -1.12099 0.49267 0.18 0.78 -0.36
H -0.39509 -1.15495 1.64585 -0.14 0.34 0.00
H -0.93422 -2.62498 -0.67969 0.78 0.07 0.54
C -2.55189 -1.77027 4.12203 0.42 -2.96 -1.33
O -3.19193 -2.80828 4.91749 -0.04 0.18 1.34
O -3.38951 -1.28719 3.30954 -1.16 2.74 -1.01
C -1.75395 -0.83127 5.02319 -0.83 0.24 -0.23
F -1.04329 0.03267 4.26416 0.27 0.35 -0.35
F -2.50209 -0.03549 5.84904 0.23 -0.35 -0.01
F -0.85540 -1.46628 5.76894 0.36 -0.28 0.76
C -2.54293 -4.06575 5.00250 -0.33 0.33 0.61
C -3.56368 -4.93288 5.73614 -0.91 0.67 -0.02
H -4.44703 -4.79724 5.10063 -0.15 -0.36 0.36
H -3.42011 -5.99127 5.94245 0.60 -0.06 -0.46
H -3.82506 -4.48585 6.70157 0.19 0.15 -0.12
H -1.62084 -3.94055 5.59045 0.15 -0.42 -0.51
H -2.40512 -4.42961 3.97265 0.52 -0.14 0.27
H -1.78423 -2.38734 3.55946 0.75 0.44 0.43
Cl 0.84902 -4.77868 1.90627 -0.19 -0.34 -0.29
C 2.18847 -3.63798 1.64334 -0.34 0.45 0.90
C 2.13011 -2.58822 2.72470 -0.03 0.71 -0.81
Cl 2.58123 -3.29089 4.27691 0.10 0.24 0.42
H 2.07209 -3.13258 0.69366 0.13 -0.30 -0.32
H 3.11330 -4.17914 1.77110 0.23 -0.11 -0.54
H 1.15102 -2.12205 2.78207 -0.27 -0.34 0.30
H 2.78854 -1.77120 2.41786 0.42 -0.30 0.41
O 1.91427 -0.46364 -9.41141 0.28 0.44 0.15
P 1.69314 -0.78790 -7.99017 -0.91 -0.44 0.78
N 0.28234 -0.17902 -7.37333 -0.41 0.60 -1.53
C -0.21525 1.10356 -7.92878 0.73 0.09 1.14
C -0.15524 -0.44216 -6.04050 -1.73 0.50 0.88
N 2.89099 -0.26805 -6.95807 0.76 -0.38 -0.54
C 4.13146 0.22203 -7.55488 -0.07 0.27 -0.04
C 3.04817 -0.75434 -5.58339 -0.02 0.91 -0.71
N 1.50448 -2.40374 -7.63870 -0.87 -0.41 0.12
C 0.26800 -3.08709 -8.15290 0.63 1.01 0.01
C 2.72247 -3.19212 -7.69133 -0.26 0.07 -0.55
H -0.24640 1.84691 -7.10790 -0.49 -0.38 -0.09
H -1.19994 0.95915 -8.37218 0.08 0.26 -0.09
H 0.50530 1.58775 -8.59082 -0.20 -0.62 -0.50
H -1.25286 -0.32481 -5.91810 0.25 0.13 -0.62
H 0.20534 0.33916 -5.34889 0.44 -0.65 0.25
H -0.05610 -1.48085 -5.73052 0.82 0.17 0.16
H 4.98377 -0.12956 -6.96925 0.03 0.05 0.00
H 4.25436 -0.12204 -8.58166 -0.10 -0.02 0.02
H 4.12812 1.31628 -7.57771 0.23 -0.03 0.07
H 3.32087 0.12011 -4.97930 0.07 -0.31 0.23
H 2.10697 -1.14515 -5.22255 0.05 -0.26 0.16
H 3.85676 -1.49649 -5.55819 -0.18 -0.02 0.35
H -0.05937 -2.67034 -9.11893 0.30 -0.17 0.14
H 0.50518 -4.13974 -8.28320 -0.20 -0.06 0.11
H -0.56930 -2.92808 -7.46562 0.23 -0.29 0.05
H 3.51180 -2.62737 -7.20364 0.19 -0.20 -0.11
H 2.98768 -3.37634 -8.74133 0.31 -0.18 0.15
H 2.58878 -4.14132 -7.17700 0.00 -0.05 0.08
O 4.63327 -2.02318 0.49717 -0.01 -0.45 0.24
P 4.85277 -0.85870 -0.38112 0.03 -0.38 0.48
N 3.65284 -0.65881 -1.46422 -0.62 0.25 -0.53
C 2.97082 0.63742 -1.76110 0.53 -0.83 0.64
C 3.06331 -1.86848 -2.09860 -0.09 1.19 0.72
N 6.30027 -0.92224 -1.22630 -0.77 1.20 1.06
C 6.29983 -1.61654 -2.45173 1.00 -1.77 -0.49
C 7.46505 -1.15190 -0.38189 0.36 -0.85 -1.31
N 4.99780 0.52387 0.46627 0.25 0.90 -0.64
C 4.90254 0.56272 1.89184 -1.04 -0.21 0.59
C 5.39193 1.76377 -0.19614 -1.09 -0.05 1.20
H 2.14757 0.44294 -2.44425 0.17 0.01 -0.27
H 3.70140 1.34975 -2.16450 -0.47 -0.03 -0.14
H 2.50057 1.05949 -0.85929 0.28 -0.08 -0.12
H 3.26569 -1.73997 -3.16142 -0.50 -0.68 -0.12
H 2.01223 -1.86025 -1.81323 -0.14 -0.12 -0.66
H 3.44794 -2.79497 -1.67975 0.52 0.13 -0.12
H 7.31162 -1.54154 -2.86032 -0.19 0.27 -0.52
H 6.17726 -2.70540 -2.29552 -0.15 0.01 -0.10
H 5.52945 -1.30544 -3.14208 0.00 0.38 -0.16
H 7.41425 -0.57562 0.52807 0.02 0.08 0.24
H 7.58720 -2.22989 -0.18802 -0.17 0.19 0.43
H 8.34992 -0.89604 -0.98226 -0.04 0.33 0.32
H 4.26400 1.39272 2.20645 -0.01 0.06 0.02
H 4.38175 -0.35127 2.17589 0.32 0.05 0.43
H 5.84558 0.65415 2.44321 0.14 -0.12 -0.28
H 5.66246 1.54430 -1.22229 0.87 0.27 0.12
H 6.08601 2.20704 0.52444 0.78 0.29 -0.93
H 4.55310 2.47805 -0.23671 0.01 -0.22 -0.07
O -5.61570 -5.67654 1.14626 -0.74 -0.08 0.27
P -4.62772 -6.67008 0.72597 0.35 -0.68 0.73
N -3.98260 -7.49732 2.02860 -0.78 0.87 0.63
C -2.96045 -8.48419 1.85777 -0.75 -0.20 0.59
C -4.50055 -7.35594 3.39969 0.14 0.69 -0.72
N -3.32097 -6.13606 -0.10312 0.22 -0.16 0.11
C -3.47313 -5.67837 -1.47298 0.02 1.90 0.30
C -2.06001 -5.82509 0.57973 0.15 -0.29 -0.50
N -5.23159 -7.89535 -0.23586 1.29 0.72 -0.71
C -4.45834 -8.53201 -1.26929 -0.31 -0.96 0.44
C -6.45255 -8.54625 0.07550 -0.57 -0.08 -0.99
H -2.69475 -8.53208 0.81243 0.51 -0.11 -0.09
H -3.35631 -9.45489 2.17925 0.25 -0.24 -0.13
H -2.15089 -8.20280 2.53026 0.61 -0.31 -0.33
H -3.79374 -7.81562 4.09289 -0.16 -0.20 -0.04
H -5.51585 -7.75939 3.51244 0.27 -0.16 0.10
H -4.53669 -6.30051 3.66275 -0.17 -0.03 -0.04
H -4.47799 -5.84180 -1.86300 0.14 -0.59 0.03
H -3.42107 -4.57161 -1.45863 0.32 -0.30 -0.15
H -2.68437 -6.04581 -2.13797 -0.19 -0.22 0.04
H -1.66112 -4.82309 0.38846 -0.38 -0.09 -0.46
H -2.16534 -5.85247 1.66428 -0.11 -0.33 -0.12
H -1.34147 -6.58845 0.22861 0.23 0.48 0.43
H -4.98742 -8.48921 -2.22608 0.38 0.23 -0.27
H -3.44748 -8.14648 -1.27684 -0.03 0.18 -0.49
H -4.37743 -9.60422 -1.01718 0.07 0.05 -0.15
H -6.63871 -8.46831 1.13737 -0.57 -0.09 0.15
H -6.40251 -9.58340 -0.27424 0.19 -0.19 0.60
H -7.24005 -8.14121 -0.57213 -0.48 0.22 0.62
O -4.40460 2.70417 -2.29154 -0.54 -0.45 0.29
P -3.72107 3.72261 -1.49207 1.29 1.17 -0.10
N -2.08106 3.58727 -1.63385 -0.07 0.23 0.04
C -1.51088 2.31286 -2.06937 -0.18 0.01 -0.51
C -1.15657 4.51908 -1.00668 -0.89 -0.46 -2.07
N -4.09578 3.72924 0.14983 -1.77 -1.60 -0.37
C -5.48318 3.33355 0.45876 0.40 -0.59 -0.17
C -3.68690 4.73619 1.06154 1.77 1.45 -0.35
N -3.94713 5.33072 -1.90745 -0.30 0.03 -0.34
C -5.22208 6.00833 -1.62353 0.94 0.05 -0.27
C -3.35263 5.87356 -3.12252 0.26 0.54 0.31
H -1.85243 1.46042 -1.49014 0.23 -0.09 0.17
H -0.42951 2.41362 -2.01981 0.10 -0.27 0.22
H -1.75024 2.11068 -3.11617 -0.16 0.02 0.05
H -0.99006 4.34776 0.05681 -1.46 0.15 -1.76
H -1.36647 5.57000 -1.22825 -1.04 -1.01 -0.47
H -0.19808 4.41417 -1.53761 -0.43 -0.24 0.39
H -5.52118 2.91715 1.46854 -0.04 0.18 0.08
H -6.14183 4.19859 0.38962 -0.34 -0.14 0.20
H -5.79981 2.54740 -0.22611 -0.13 0.19 -0.13
H -2.60811 4.71129 1.19183 0.10 -0.23 0.25
H -3.83250 5.74911 0.65474 -0.58 0.01 0.35
H -4.11470 4.59435 2.04213 -0.29 0.03 0.11
H -5.73001 6.23768 -2.56408 -0.09 0.02 0.07
H -5.88629 5.40623 -1.02658 -0.10 -0.04 0.21
H -4.95567 6.93970 -1.11415 -0.50 0.08 0.03
H -3.94384 5.66264 -4.02290 0.16 -0.14 0.07
H -2.31645 5.55462 -3.23157 -0.19 -0.31 -0.17
H -3.29901 6.96837 -3.00890 -0.13 -0.16 -0.07
O 2.70345 7.51538 0.20393 -0.08 0.68 0.41
P 2.54064 6.08137 0.47455 0.62 0.34 -0.33
N 0.94496 5.70204 0.52861 -0.51 -0.13 0.52
C 0.42367 4.48255 1.08637 2.29 -1.32 0.98
C -0.04775 6.63000 0.05202 0.17 1.87 -0.37
N 3.25968 5.47946 1.83056 0.87 -1.23 0.75
C 2.81710 5.89048 3.16368 -1.53 1.67 -2.11
C 3.80677 4.09500 1.81807 0.53 1.23 -1.85
N 3.22162 5.16689 -0.74199 0.72 -1.03 0.47
C 4.61114 5.45233 -1.14515 -0.63 -0.35 0.84
C 2.35586 4.87870 -1.83602 -1.04 0.47 -0.80
H 1.10097 4.05835 1.83418 0.01 0.32 0.17
H 0.33895 3.69283 0.32404 0.50 -0.02 0.83
H -0.53623 4.63785 1.55507 -0.09 0.03 0.49
H -1.02041 6.14982 0.06890 0.51 1.16 1.00
H 0.13016 6.93165 -0.99292 -0.02 -0.28 0.09
H -0.04011 7.59511 0.56538 0.05 -0.21 0.44
H 1.90186 5.33516 3.37583 0.43 -0.50 1.08
H 3.62763 5.97565 3.86547 0.07 -0.54 0.46
H 2.40307 6.90414 3.01989 0.38 -0.03 0.29
H 3.17195 3.45703 1.19677 -0.21 -0.51 0.91
H 4.71984 4.11141 1.20633 0.06 -0.04 0.49
H 4.09768 3.78729 2.81075 -0.45 -0.33 0.24
H 5.27165 5.18599 -0.31623 0.07 0.58 0.04
H 4.90584 4.74666 -1.92010 -0.18 0.28 -0.38
H 4.67777 6.50506 -1.42304 0.50 -0.09 -0.21
H 1.40699 4.46547 -1.49721 0.54 -0.24 0.04
H 2.80341 4.19013 -2.54726 0.15 -0.09 0.00
H 2.06344 5.80134 -2.36544 0.16 -0.11 -0.31
O -2.39437 2.79271 3.01493 0.72 -0.34 -6.18
C -2.61489 2.88562 4.13574 0.86 -0.02 4.95
O -3.81962 2.83130 4.65968 -1.42 0.21 0.69
C -3.73834 2.80566 6.10593 -1.28 -0.01 0.36
C -2.39925 3.39574 6.45473 1.47 -1.17 -0.05
C -1.57917 2.95800 5.23229 -0.54 0.83 0.23
H -3.92276 1.77223 6.41330 0.50 0.11 -0.01
H -4.57515 3.37955 6.51163 0.05 0.11 -0.30
H -1.89477 2.91835 7.29657 -0.56 0.17 0.42
H -2.39362 4.46975 6.60366 -0.20 0.14 -0.12
H -1.19590 1.95207 5.33451 -0.01 -0.04 0.07
H -0.76057 3.62788 5.00891 0.14 0.11 -0.34
O 4.18838 0.34530 5.52843 6.19 -1.70 -3.54
C 3.21715 0.69310 5.99212 -5.11 0.12 2.24
O 3.22253 1.26079 7.20961 0.00 1.18 1.29
C 1.92154 1.58497 7.66498 -0.76 -0.08 0.36
C 1.00794 1.26461 6.48937 -1.00 -0.11 0.43
C 1.80503 0.34695 5.58605 -0.31 1.18 -0.14
H 1.81300 2.64423 7.90265 0.53 0.10 -0.02
H 1.67767 1.06946 8.59565 0.27 -0.43 -0.14
H 0.80700 2.24596 6.06833 0.01 -0.23 -0.73
H 0.03529 0.83252 6.73708 0.18 0.08 0.35
H 1.55243 0.56760 4.55243 0.42 -0.20 -0.20
H 1.67339 -0.72174 5.74724 -0.15 0.01 0.16